C62H57BN4O33S | ωB97M-V/def2-TZVPD

Geometry as XYZ:
```
158
Properties=species:S:1:pos:R:3:lowdin_charge:R:1
C -4.764 -3.687 -2.681 -0.109
C -3.371 -4.482 -2.916 -0.142
B -2.465 -3.479 -3.814 -0.400
O -2.733 -3.377 -5.189 0.105
C -1.329 -2.616 -3.042 -0.061
N -1.636 -2.277 -1.753 0.164
C -0.630 -1.575 -1.104 -0.131
C -0.884 -1.197 0.338 -0.099
C -2.255 -1.652 0.970 -0.046
C 0.116 -0.438 1.105 -0.106
C -0.156 -0.025 2.591 -0.140
C -1.153 1.220 2.720 -0.168
C -1.377 2.010 1.367 -0.145
C -1.898 3.498 1.694 -0.181
O -3.029 3.885 0.897 -0.039
C -2.648 3.972 -0.442 -0.302
O -3.404 3.684 -1.335 0.073
C 1.394 -0.032 0.411 -0.055
C 2.527 0.787 1.151 -0.131
C 2.094 2.267 1.488 -0.255
C 1.935 3.210 0.223 -0.523
S 3.488 4.247 0.085 0.676
C 1.620 -0.426 -0.974 -0.124
O 2.842 -0.050 -1.594 -0.047
N 2.561 0.995 -2.468 0.037
O 3.470 1.047 -3.224 0.049
C 0.619 -1.209 -1.791 -0.110
N 0.976 -1.489 -3.107 0.183
C -0.029 -2.211 -3.669 -0.168
C 0.209 -2.670 -5.161 -0.207
N 0.401 -4.140 -5.277 0.015
H -5.653 -4.258 -3.065 0.071
H -4.947 -3.482 -1.590 0.072
H -4.765 -2.686 -3.196 0.072
H -2.949 -4.647 -1.892 0.086
H -3.650 -5.423 -3.459 0.099
H -3.443 -4.032 -5.347 0.113
H -2.269 -1.564 2.084 0.066
H -2.454 -2.720 0.656 0.078
H -3.092 -1.052 0.499 0.092
H 0.840 0.178 3.082 0.104
H -0.585 -0.903 3.156 0.109
H -2.101 0.868 3.208 0.119
H -0.682 1.946 3.455 0.096
H -0.446 2.152 0.757 0.089
H -2.170 1.504 0.756 0.123
H -2.119 3.510 2.796 0.108
H -1.025 4.209 1.550 0.126
H -1.615 4.335 -0.717 0.136
H 3.465 0.836 0.531 0.110
H 2.803 0.212 2.086 0.123
H 2.863 2.732 2.175 0.097
H 1.140 2.234 2.080 0.077
H 1.807 2.590 -0.709 0.055
H 1.097 3.952 0.314 0.050
H 4.504 3.305 0.094 -0.121
H -0.622 -2.262 -5.804 0.118
H 1.146 -2.152 -5.534 0.118
H 1.385 -4.266 -5.543 0.080
H -0.131 -4.490 -6.083 0.079
C -6.500 5.442 -2.189 0.083
C -5.969 6.652 -1.991 -0.223
C -6.737 7.898 -2.288 -0.315
O -6.224 8.982 -2.075 0.108
C -8.089 7.759 -2.831 0.075
C -8.618 6.549 -3.031 -0.231
C -7.859 5.302 -2.709 -0.312
O -8.385 4.219 -2.890 0.113
O -9.860 6.396 -3.533 0.101
O -4.715 6.803 -1.513 0.095
H -5.952 4.533 -1.975 0.128
H -8.628 8.669 -3.058 0.136
H -10.006 5.432 -3.579 0.118
H -4.572 7.767 -1.460 0.116
C 6.605 1.207 -6.768 0.074
C 6.088 0.666 -5.659 -0.222
C 6.308 -0.774 -5.318 -0.311
O 5.838 -1.225 -4.291 0.118
C 7.088 -1.588 -6.252 0.074
C 7.600 -1.046 -7.360 -0.232
C 7.402 0.398 -7.687 -0.320
O 7.903 0.854 -8.700 0.104
O 8.319 -1.778 -8.236 0.099
O 5.348 1.392 -4.802 0.078
H 6.455 2.247 -7.026 0.135
H 7.226 -2.632 -6.004 0.135
H 8.574 -1.158 -8.945 0.117
H 5.094 0.776 -4.083 0.072
C -0.027 -7.945 -0.738 0.085
C 0.269 -7.837 0.560 -0.222
C 0.866 -6.589 1.124 -0.315
O 1.102 -6.528 2.318 0.107
C 1.147 -5.487 0.207 0.078
C 0.855 -5.594 -1.094 -0.222
C 0.232 -6.833 -1.654 -0.308
O -0.036 -6.885 -2.839 0.117
O 1.108 -4.590 -1.954 0.092
O 0.041 -8.851 1.422 0.084
H -0.461 -8.843 -1.156 0.135
H 1.595 -4.595 0.625 0.136
H 0.805 -4.912 -2.831 0.092
H 0.338 -8.523 2.294 0.120
C 1.109 5.299 5.862 0.085
C 1.617 6.519 6.064 -0.212
C 0.819 7.753 5.793 -0.310
O 1.313 8.843 6.009 0.119
C -0.538 7.591 5.270 0.080
C -1.045 6.372 5.064 -0.226
C -0.255 5.138 5.362 -0.304
O -0.761 4.045 5.178 0.098
O -2.292 6.200 4.580 0.104
O 2.873 6.693 6.523 0.094
H 1.676 4.398 6.057 0.118
H -1.099 8.491 5.061 0.139
H -2.421 5.234 4.525 0.107
H 2.998 7.660 6.584 0.128
C -1.282 5.003 -3.703 0.088
C -1.461 5.359 -4.979 -0.220
C -0.331 5.868 -5.814 -0.313
O -0.534 6.163 -6.977 0.113
C 0.983 5.996 -5.186 0.079
C 1.163 5.644 -3.909 -0.221
C 0.037 5.109 -3.084 -0.285
O 0.250 4.782 -1.926 0.071
O 2.366 5.756 -3.311 0.098
O -2.668 5.273 -5.571 0.111
H -2.093 4.630 -3.089 0.113
H 1.789 6.382 -5.795 0.138
H 2.239 5.437 -2.396 0.077
H -2.532 5.585 -6.487 0.119
C -1.910 -13.604 0.226 0.077
C -2.462 -14.523 1.024 -0.230
C -2.177 -14.557 2.490 -0.316
O -2.717 -15.400 3.184 0.110
C -1.248 -13.567 3.032 0.076
C -0.692 -12.649 2.235 -0.225
C -0.998 -12.599 0.772 -0.310
O -0.485 -11.737 0.083 0.109
O 0.169 -11.730 2.714 0.099
O -3.303 -15.461 0.542 0.102
H -2.110 -13.568 -0.836 0.136
H -1.037 -13.613 4.092 0.137
H 0.426 -11.185 1.943 0.097
H -3.563 -15.999 1.315 0.118
C 3.132 1.818 9.509 0.077
C 3.414 1.944 10.810 -0.228
C 3.992 3.206 11.365 -0.315
O 4.217 3.284 12.558 0.113
C 4.269 4.300 10.436 0.078
C 3.990 4.173 9.135 -0.222
C 3.387 2.921 8.585 -0.306
O 3.130 2.853 7.395 0.098
O 4.238 5.165 8.260 0.092
O 3.190 0.940 11.679 0.106
H 2.711 0.911 9.096 0.137
H 4.704 5.201 10.846 0.137
H 3.948 4.828 7.392 0.097
H 3.474 1.281 12.549 0.120
```

Properties
E = -5521.60780 a.u.
SMILES = CCB(O)c1nc2c(C)c(CCCCOC=O)c(CCCS)c(ON=O)c2nc1CN.O=C1C=C(O)C(=O)C=C1O.O=C1C=C(O)C(=O)C=C1O.O=C1C=C(O)C(=O)C=C1O.O=C1C=C(O)C(=O)C=C1O.O=C1C=C(O)C(=O)C=C1O.O=C1C=C(O)C(=O)C=C1O.O=C1C=C(O)C(=O)C=C1O
Total charge = 0
Frontier orbital gap = 6.9 eV


C24H48N2O12 | ωB97M-V/def2-TZVPD

Geometry as XYZ:
```
86
Properties=species:S:1:pos:R:3:lowdin_charge:R:1
C -0.260 -3.076 -4.788 -0.133
O -0.583 -2.971 -6.151 -0.204
C 0.302 -2.139 -6.993 -0.128
C -0.588 -1.619 -8.224 -0.149
O -1.611 -0.702 -7.712 -0.173
C -2.302 -0.016 -8.757 -0.138
H 0.540 -3.767 -4.524 0.081
H -1.084 -3.383 -4.143 0.082
H -0.055 -2.070 -4.422 0.076
H 1.239 -2.611 -7.290 0.114
H 0.531 -1.296 -6.341 0.105
H -1.100 -2.502 -8.606 0.116
H 0.097 -1.219 -8.971 0.114
H -1.862 0.351 -9.684 0.075
H -2.719 0.913 -8.369 0.083
H -3.059 -0.606 -9.274 0.079
C -0.648 7.794 -4.358 -0.072
O 0.604 7.130 -3.960 -0.231
C 1.454 7.808 -2.981 -0.168
C 2.981 7.404 -3.079 -0.148
O 3.944 8.183 -2.245 -0.187
C 5.287 8.061 -2.723 -0.130
H -0.424 8.810 -4.684 0.076
H -1.327 7.837 -3.506 0.080
H -0.967 7.234 -5.237 0.085
H 0.928 7.750 -2.028 0.117
H 1.541 8.855 -3.274 0.108
H 3.213 7.485 -4.141 0.110
H 3.130 6.338 -2.907 0.114
H 5.864 8.800 -2.169 0.083
H 5.439 8.262 -3.784 0.080
H 5.799 7.114 -2.555 0.080
C 3.299 -0.044 10.170 -0.124
O 2.564 1.051 9.639 -0.146
C 1.615 0.482 8.765 -0.235
C 1.007 1.448 7.760 -0.227
O 0.457 2.569 8.420 -0.176
C -0.084 3.565 7.558 -0.104
H 4.013 -0.345 9.403 0.086
H 2.706 -0.919 10.436 0.082
H 3.854 0.105 11.096 0.084
H 0.738 0.190 9.342 0.133
H 2.025 -0.238 8.057 0.126
H 0.248 0.855 7.251 0.124
H 1.746 1.734 7.011 0.124
H -0.309 4.519 8.035 0.086
H -0.815 3.177 6.848 0.090
H 0.770 3.983 7.024 0.077
C -2.422 0.090 -0.265 -0.297
O -2.258 -0.275 0.945 -0.054
N -1.943 1.268 -0.708 -0.185
C -1.941 1.692 -2.142 -0.042
C -1.051 2.181 0.013 -0.061
H -2.948 -0.450 -1.067 0.131
H -0.958 1.391 -2.502 0.087
H -2.107 2.761 -2.279 0.087
H -2.672 1.079 -2.670 0.080
H -1.454 3.194 -0.016 0.082
H -0.878 2.002 1.075 0.087
H -0.081 2.305 -0.469 0.085
C 5.278 -0.101 -1.176 -0.328
O 5.344 0.533 -2.220 0.003
N 5.791 -1.332 -1.002 -0.227
C 5.763 -1.878 0.258 -0.102
C 6.483 -1.997 -2.060 -0.040
H 4.698 0.264 -0.314 0.134
H 6.738 -1.987 0.733 0.097
H 5.249 -2.838 0.210 0.097
H 5.134 -1.283 0.919 0.089
H 7.543 -1.927 -1.819 0.094
H 6.290 -3.064 -2.167 0.091
H 6.303 -1.516 -3.022 0.091
C -8.095 -8.166 3.095 0.074
C -8.163 -9.368 3.704 -0.197
C -7.050 -9.883 4.542 -0.272
O -7.075 -10.967 5.170 0.091
C -5.861 -8.999 4.489 0.073
C -5.842 -7.923 3.731 -0.234
C -6.895 -7.377 2.884 -0.329
O -6.776 -6.474 2.072 0.136
O -4.737 -7.105 3.814 0.088
O -9.331 -10.097 3.768 0.089
H -9.013 -7.845 2.625 0.136
H -5.000 -9.112 5.131 0.141
H -4.964 -6.297 3.348 0.101
H -9.238 -10.782 4.435 0.103
```

Properties
E = -1955.36184 a.u.
SMILES = O=C1C=C(O)C(=O)C=C1O.CN(C)C=O.CN(C)C=O.COCCOC.COCCOC.COCCOC
ΔE to the lowest compared entry with this formula, charge and spin = 3.016 eV
Total charge = 0
Frontier orbital gap = 7.4 eV


C17H30F5MoNOP2 | ωB97M-V/def2-TZVPD

Geometry as XYZ:
```
57
Properties=species:S:1:pos:R:3:nbo_charge:R:1
Mo 0.098 0.085 -0.230 0.332
P 2.423 -0.307 -1.167 1.071
P -2.015 0.601 1.017 1.173
N -0.646 0.136 -1.888 -0.407
H 0.029 -1.352 0.437 0.085
C 3.088 -2.003 -1.328 -0.930
H 4.064 -1.999 -1.829 0.264
H 2.393 -2.611 -1.918 0.263
H 3.197 -2.471 -0.345 0.241
C 3.792 0.624 -0.406 -0.936
H 4.738 0.385 -0.905 0.263
H 3.882 0.397 0.660 0.231
H 3.594 1.695 -0.510 0.260
C 2.464 0.279 -2.899 -0.927
H 3.470 0.156 -3.319 0.254
H 2.185 1.337 -2.939 0.253
H 1.750 -0.285 -3.509 0.260
C -3.040 -0.770 1.600 -0.939
H -3.957 -0.419 2.057 0.259
H -2.442 -1.265 2.360 0.218
H -3.201 -1.493 0.798 0.279
C -1.927 1.804 2.354 -0.960
H -2.909 1.927 2.802 0.259
H -1.527 2.751 2.003 0.276
H -1.276 1.468 3.149 0.246
C -3.184 1.438 -0.168 -0.886
H -4.128 1.667 0.348 0.257
H -3.406 0.797 -1.031 0.266
H -2.759 2.375 -0.550 0.260
C -1.130 0.315 -3.119 0.032
C -2.066 -0.606 -5.169 -0.193
C -1.549 -0.806 -3.902 -0.182
C -1.249 1.628 -3.674 -0.205
C -1.775 1.795 -4.946 -0.149
C -2.183 0.687 -5.697 -0.172
H -2.381 -1.469 -5.752 0.239
H -1.442 -1.794 -3.450 0.227
H -0.916 2.468 -3.060 0.219
H -1.866 2.800 -5.353 0.230
H -2.594 0.829 -6.697 0.241
C 1.875 -0.106 2.584 0.668
O 1.269 0.565 1.717 -0.602
C 2.277 -1.494 2.329 -0.761
H 2.384 -2.071 3.248 0.257
H 3.238 -1.472 1.817 0.275
H 1.561 -2.042 1.697 0.259
C 2.013 0.506 3.934 -0.720
H 1.512 -0.070 4.723 0.232
H 1.630 1.529 3.955 0.252
H 3.074 0.513 4.170 0.271
F -0.670 -2.085 2.197 -0.385
C -0.564 -0.808 1.689 0.396
F -0.446 -0.209 3.125 -0.401
C -1.152 -0.830 4.643 1.313
F -2.339 -1.257 4.312 -0.203
F -0.228 -1.796 4.794 -0.219
F -1.035 0.334 5.239 -0.203
```

Properties
E = -2045.11996 a.u.
ΔE to the lowest compared entry with this formula, charge and spin = 0.850 eV
Total charge = +2
Frontier orbital gap (alpha / beta) = 5.3 / 5.3 eV


C6H9N4 | ωB97M-V/def2-TZVPD

Geometry as XYZ:
```
19
Properties=species:S:1:pos:R:3:nbo_charge:R:1
C 1.278 -1.890 -2.885 0.481
C 0.067 -1.435 0.398 0.075
C 0.258 1.070 -0.528 0.799
C -0.544 -0.321 1.215 -0.259
C 0.761 -2.270 -1.684 -0.291
C -0.384 2.036 1.541 -0.428
N 1.537 -1.528 -4.011 -0.567
N 0.283 -1.231 -0.834 -0.393
N -0.165 0.938 0.659 -0.401
N 1.017 1.468 -1.341 -0.526
H 0.000 -2.455 0.766 0.193
H -1.709 -0.442 1.279 0.246
H -0.270 -0.258 2.282 0.247
H 0.771 -3.202 -1.232 0.231
H -1.516 2.163 1.645 0.230
H -0.008 1.904 2.564 0.245
H -0.037 3.016 1.219 0.254
H 2.437 -1.232 -4.377 0.420
H 0.896 1.633 -2.321 0.444
```

Properties
E = -452.67298 a.u.
SMILES = CN(C#[NH+])C/C=N/C=C=N
ΔE to the lowest compared entry with this formula, charge and spin = 4.775 eV
Total charge = +1
Frontier orbital gap = 8.4 eV


CH5N2OS | ωB97M-V/def2-TZVPD

Geometry as XYZ:
```
10
Properties=species:S:1:pos:R:3:nbo_charge:R:1
S 2.568 1.286 0.243 -0.714
H 2.536 1.614 1.542 0.105
N -1.332 -0.175 -1.292 -0.871
C -0.979 -0.797 -0.054 0.758
N 0.260 -0.501 0.336 -0.936
O -1.820 -1.508 0.502 -0.741
H -2.274 0.187 -1.258 0.356
H -0.689 0.577 -1.489 0.363
H 1.195 0.432 0.370 0.328
H 0.536 -1.116 1.098 0.353
```

Properties
E = -624.10844 a.u.
ΔE to the lowest compared entry with this formula, charge and spin = 0.932 eV
Total charge = -1
Frontier orbital gap = 8.5 eV


C14H25O10S | ωB97M-V/def2-TZVPD

Geometry as XYZ:
```
50
Properties=species:S:1:pos:R:3:nbo_charge:R:1
C -1.169 4.197 -1.297 -0.620
C -1.507 2.808 -2.043 -0.199
C -2.671 2.925 -3.122 -0.636
C -1.691 1.586 -1.016 -0.227
C -1.140 0.283 -1.807 -0.633
C -3.178 1.414 -0.492 -0.103
O -3.277 0.736 0.782 -0.701
S -4.906 0.778 1.254 2.370
O -5.277 2.155 1.775 -0.984
O -5.169 -0.279 2.308 -0.968
O -5.888 0.465 -0.007 -0.997
H -1.288 5.012 -2.091 0.198
H -0.077 4.122 -0.977 0.205
H -1.860 4.339 -0.415 0.218
H -0.555 2.553 -2.629 0.198
H -2.480 2.215 -3.992 0.211
H -2.602 3.980 -3.568 0.198
H -3.718 2.833 -2.710 0.228
H -0.998 1.696 -0.117 0.202
H -1.409 -0.686 -1.295 0.218
H -0.005 0.458 -1.893 0.218
H -1.547 0.383 -2.862 0.199
H -3.771 0.891 -1.317 0.210
H -3.603 2.465 -0.337 0.191
C 3.156 -3.909 -1.714 -0.625
C 3.266 -2.407 -1.854 0.063
C 2.307 -1.647 -0.986 -0.091
O 2.139 -0.431 -1.715 -0.493
C 2.358 -0.730 -3.025 0.971
O 2.115 0.003 -3.936 -0.582
O 2.887 -1.980 -3.161 -0.499
H 3.915 -4.402 -2.327 0.212
H 3.292 -4.220 -0.677 0.230
H 2.186 -4.267 -2.069 0.224
H 4.301 -2.088 -1.681 0.170
H 2.710 -1.449 0.002 0.211
H 1.333 -2.128 -0.884 0.206
C 1.947 0.166 4.684 -0.627
C 1.393 -1.110 4.092 0.056
C 2.110 -2.350 4.540 -0.094
O 1.888 -3.238 3.449 -0.487
C 1.725 -2.462 2.342 0.981
O 1.708 -2.876 1.221 -0.599
O 1.587 -1.152 2.678 -0.483
H 1.349 1.021 4.363 0.239
H 1.942 0.129 5.775 0.219
H 2.968 0.350 4.339 0.216
H 0.317 -1.179 4.287 0.201
H 1.697 -2.759 5.463 0.206
H 3.189 -2.211 4.663 0.179
```

Properties
E = -1699.06646 a.u.
Total charge = -1
Frontier orbital gap = 6.8 eV


C28H49CoN2O2P3 | ωB97M-V/def2-TZVPD

Geometry as XYZ:
```
85
Properties=species:S:1:pos:R:3:lowdin_charge:R:1
Co 1.068 -0.474 -2.298 0.005
P -1.437 -1.659 -1.161 0.888
P 1.742 -0.807 -0.181 0.798
P 2.001 -2.120 -3.159 0.770
H 0.170 4.125 -4.400 0.083
C 0.040 3.255 -5.052 -0.010
C -1.134 2.601 -5.081 -0.081
H -2.000 2.963 -4.499 0.096
C -2.409 -0.796 0.067 -0.181
C -0.771 -3.169 -0.467 -0.175
C -2.417 -2.082 -2.592 -0.169
C 2.996 0.520 -0.049 -0.226
C 0.832 -0.500 1.379 -0.255
C 2.681 -2.276 0.428 -0.211
C 1.338 -2.466 -4.831 -0.227
C 2.348 -3.836 -2.569 -0.224
C 3.720 -1.479 -3.418 -0.194
H 0.872 2.997 -5.702 0.078
H -1.396 1.883 -5.881 0.099
H -2.633 0.218 -0.315 0.050
H -1.865 -0.727 1.022 0.046
H -3.327 -1.392 0.190 0.086
H -0.412 -3.036 0.566 0.056
H 0.023 -3.593 -1.102 0.034
H -1.641 -3.856 -0.451 0.094
H -2.955 -1.190 -2.943 0.068
H -3.115 -2.858 -2.246 0.085
H -1.763 -2.483 -3.386 0.072
H 3.744 0.211 0.688 0.060
H 2.488 1.428 0.298 0.057
H 3.474 0.707 -1.014 0.042
H 1.543 -0.391 2.216 0.071
H 0.166 -1.333 1.632 0.026
H 0.265 0.437 1.312 0.016
H 3.570 -1.954 0.983 0.065
H 2.995 -2.936 -0.379 0.003
H 2.051 -2.847 1.120 0.055
H 1.550 -3.493 -5.156 0.061
H 1.754 -1.753 -5.548 0.065
H 0.251 -2.324 -4.790 0.025
H 2.409 -4.522 -3.420 0.063
H 1.554 -4.189 -1.905 0.019
H 3.300 -3.877 -2.035 0.045
H 4.102 -1.872 -4.364 0.072
H 4.355 -1.801 -2.583 0.059
H 3.720 -0.384 -3.447 0.026
C -1.318 1.625 -2.347 -0.440
C -0.084 2.201 -1.803 0.022
C 1.148 1.941 -2.335 -0.086
C 1.324 1.020 -3.441 -0.211
C 0.103 0.383 -3.946 -0.191
C -1.160 0.806 -3.534 -0.080
O -2.450 1.842 -1.816 0.032
H -0.571 -0.470 -1.554 0.009
H -0.225 2.852 -0.933 0.132
H 2.034 2.480 -1.983 0.133
H 2.279 0.958 -3.962 0.127
H 0.130 -0.148 -4.891 0.117
H -2.081 0.441 -3.991 0.136
C -2.648 1.430 6.060 0.061
N -2.523 1.610 4.624 0.012
N -1.314 1.796 4.037 0.102
C -1.521 2.158 2.696 -0.326
O -0.590 2.313 1.875 0.103
C -2.945 2.222 2.555 0.125
C -3.512 1.896 3.747 -0.213
C -4.937 1.806 4.143 0.015
C -0.091 1.371 4.616 -0.197
C -0.008 0.170 5.338 -0.024
C 1.207 -0.207 5.925 -0.037
C 2.349 0.576 5.729 -0.033
C 2.266 1.760 4.975 -0.031
C 1.045 2.159 4.414 0.007
H -2.385 0.406 6.360 0.105
H -3.700 1.600 6.328 0.111
H -2.020 2.149 6.610 0.140
H -3.429 2.514 1.636 0.148
H -5.195 0.846 4.602 0.109
H -5.239 2.598 4.837 0.114
H -5.568 1.912 3.256 0.107
H -0.876 -0.479 5.393 0.110
H 1.242 -1.132 6.502 0.125
H 3.307 0.288 6.189 0.131
H 3.143 2.379 4.810 0.122
H 0.963 3.055 3.802 0.126
```

Properties
E = -3762.04078 a.u.
ΔE to the lowest compared entry with this formula, charge and spin = 0.000 eV
Total charge = +3
Multiplicity = 5
⟨S²⟩ = 6.128
Frontier orbital gap (alpha / beta) = 7.8 / 5.2 eV


- Which of these has the highest total charge?
  C28H49CoN2O2P3